(1)
The following is a DFT calculation (ωB97M-V/def2-TZVPD) of a cluster of 2 separate species, C5H15N4O2 in total.

Last column: Mulliken charge in e.
Positions of all 26 atoms, in Å:
C 1.8540 -3.2056 -0.0458  0.5035
C -2.4672 3.4505 -0.6443  -1.2145
C -1.1635 2.7241 -0.4917  -0.3781
C -1.2206 1.7913 0.8024  -0.7394
C 0.0270 1.0635 1.0011  -0.6379
N 2.1196 -1.9554 -0.3037  0.1600
N 2.8909 -4.0274 -0.1367  -0.3435
N 0.6540 -3.5259 0.5449  -0.2781
N 1.8683 -0.8727 -0.7877  -0.2608
O 0.2020 0.0079 0.0482  -0.2149
O -0.9050 -0.8631 -0.2050  -0.3741
H -3.1946 2.7506 -0.3090  0.3614
H -2.6552 4.3974 -0.1845  0.3459
H -2.5675 3.4849 -1.7454  0.3004
H -0.7804 2.2663 -1.4041  0.3797
H -0.3942 3.4705 -0.3205  0.2929
H -1.4338 2.3944 1.6390  0.4465
H -2.0610 1.0868 0.7094  0.3837
H 0.7735 1.6934 0.6697  0.3425
H 0.2914 0.7263 1.9307  0.3745
H 3.6849 -3.6875 -0.7130  0.2649
H 2.7355 -4.9894 0.0113  0.2287
H -0.1206 -2.9643 0.4640  0.1855
H 0.3996 -4.4260 0.9207  0.2256
H -0.9660 -0.7058 -1.1364  0.3403
H 2.4285 -0.0849 -0.3136  0.3053

Output
* multiplicity: 1
* total energy: -15471.214 eV
* charge: +1

***

(2)
The following is a DFT calculation (ωB97M-V/def2-TZVPD) of the ion C9H8N3S with charge +1.

Last column: Mulliken charge in e.
Positions of all 21 atoms, in Å:
S 2.9446 -0.3289 2.0470  -0.0877
C 3.0583 0.3991 0.4822  0.0274
N 2.1500 0.9131 -0.2205  -0.4956
C 0.8107 0.8531 -0.2127  0.2507
C 0.0552 1.9760 -0.4613  -0.6782
C -1.4043 1.9562 -0.5605  -0.6543
C -2.0595 0.6764 -0.3298  -0.7011
C -1.3098 -0.4748 -0.2022  0.8407
C -1.8514 -1.7995 -0.1351  -0.4273
N -1.1010 -2.8442 0.0210  -0.4945
C 0.2241 -2.6916 0.0222  -0.1209
N 0.8453 -1.5444 -0.1147  -0.3564
C 0.1275 -0.4311 -0.1709  0.7068
H 1.6193 -0.2070 2.1878  0.1578
H 4.0789 0.4613 0.1259  0.3798
H 0.5599 2.9166 -0.6211  0.5014
H -1.6841 2.3393 -1.5582  0.4146
H -1.8472 2.7277 0.0873  0.4531
H -3.1344 0.6430 -0.2378  0.4545
H -2.9135 -1.9602 -0.2683  0.4023
H 0.8315 -3.5801 0.1195  0.4269

Output
* multiplicity: 1
* total energy: -24759.411 eV
* charge: +1
* SMILES: S/C=N\C1=CCC=C2C=NC=[N+]=C21

***

(3)
The following is a DFT calculation (ωB97M-V/def2-TZVPD) of a structure of composition C42H38AuBrN2O2P2.

Last column: Mulliken charge in e.
Positions of all 88 atoms, in Å:
Au 0.2731 0.8488 0.5131  0.4147
O -3.2312 -0.9501 0.8938  -0.7467
C -3.2057 -2.3058 0.9225  0.4505
C -4.3499 -2.9832 1.3319  -0.6640
C -4.3533 -4.3640 1.3917  -0.4252
C -3.2240 -5.0985 1.0359  -0.8877
C -2.0889 -4.4264 0.6263  -0.3520
C -2.0647 -3.0325 0.5681  -0.0913
C -0.7848 -2.3205 0.1969  -0.1692
O -0.9158 -1.1337 -0.4163  0.2370
N -0.1002 -2.1176 1.5637  0.1777
N 0.3564 -0.9979 2.0138  -0.0362
C 0.6354 -0.9817 3.3196  -0.5588
C 1.2110 0.0673 4.0357  0.3258
Br 1.6413 1.6988 3.2061  -0.0928
C 1.4169 0.0058 5.4071  -0.9487
C 1.4815 -1.1432 6.2484  0.7792
C 1.1920 -0.9596 7.6173  -0.5442
C 1.2006 -2.0318 8.4821  -0.6199
C 1.5489 -3.2945 8.0112  -0.3723
C 1.9007 -3.4848 6.6753  -0.6458
C 1.8690 -2.4242 5.7981  -0.2847
H -2.4412 -0.6663 0.3949  0.0537
H -5.2249 -2.4038 1.5946  0.4835
H -5.2509 -4.8779 1.7088  0.4162
H -3.2405 -6.1787 1.0652  0.4457
H -1.2093 -4.9858 0.3226  0.4502
H -0.1116 -3.0182 -0.3271  0.3880
H -0.2271 -2.8887 2.2209  0.4538
H 0.3355 -1.8471 3.9049  0.7071
H 1.5400 0.9623 5.9055  0.3950
H 0.9364 0.0293 7.9768  0.3773
H 0.9541 -1.8899 9.5250  0.4149
H 1.5776 -4.1322 8.6953  0.4099
H 2.2254 -4.4592 6.3375  0.4128
H 2.2200 -2.5572 4.7832  0.6430
C -0.5482 2.0065 -2.5797  -1.2385
C -1.3642 0.7057 -2.5630  -1.4283
P -0.4006 -0.8623 -2.5976  1.4761
C 1.3710 -0.5312 -2.4952  0.6161
C 2.1099 -0.9478 -1.3888  -0.2291
C 3.4630 -0.6562 -1.2994  -0.6949
C 4.0879 0.0521 -2.3156  -0.6611
C 3.3665 0.4459 -3.4350  -0.9320
C 2.0165 0.1482 -3.5315  -0.3279
C -0.7059 -1.6753 -4.1588  0.6713
C 0.2916 -2.4603 -4.7514  -0.5278
C 0.0157 -3.1690 -5.9071  -0.7671
C -1.2548 -3.1259 -6.4672  -0.4768
C -2.2597 -2.3786 -5.8645  -0.8766
C -1.9949 -1.6655 -4.7098  -0.5925
P 0.0327 2.5869 -0.9287  0.9619
C -1.2781 3.6991 -0.3675  0.6374
C -2.3576 3.1656 0.3365  -0.2882
C -3.4240 3.9753 0.6944  -0.7598
C -3.4088 5.3237 0.3657  -0.5281
C -2.3289 5.8626 -0.3197  -0.7261
C -1.2653 5.0545 -0.6914  -0.5456
C 1.5036 3.5631 -1.2900  0.4903
C 2.5416 3.5967 -0.3626  -0.3432
C 3.6740 4.3574 -0.6072  -0.6489
C 3.7783 5.0832 -1.7851  -0.5535
C 2.7512 5.0488 -2.7186  -0.7860
C 1.6161 4.2915 -2.4751  -0.2994
H -1.1737 2.8042 -2.9861  0.9480
H 0.3241 1.9230 -3.2251  0.4719
H -2.0003 0.6759 -3.4474  0.7326
H -2.0263 0.6662 -1.6965  0.3350
H 1.6318 -1.5182 -0.6032  0.2178
H 4.0318 -0.9899 -0.4415  0.4711
H 5.1423 0.2833 -2.2449  0.4568
H 3.8568 0.9788 -4.2386  0.4583
H 1.4693 0.4352 -4.4221  0.6163
H 1.2828 -2.5040 -4.3190  0.4093
H 0.7941 -3.7581 -6.3728  0.4246
H -1.4653 -3.6825 -7.3704  0.4146
H -3.2522 -2.3568 -6.2934  0.4196
H -2.7956 -1.1090 -4.2385  0.3401
H -2.3634 2.1173 0.6176  0.1673
H -4.2606 3.5554 1.2364  0.4675
H -4.2368 5.9582 0.6518  0.4028
H -2.3126 6.9162 -0.5636  0.4371
H -0.4235 5.4853 -1.2184  0.3647
H 2.4650 3.0127 0.5466  0.0467
H 4.4768 4.3808 0.1176  0.4445
H 4.6623 5.6759 -1.9781  0.4405
H 2.8320 5.6154 -3.6365  0.4586
H 0.8208 4.2824 -3.2102  0.4363

Output
* multiplicity: 3
* total energy: -143542.427 eV
* charge: +2
* expectation value of S²: 2.076

***

(4)
The following is a DFT calculation (ωB97M-V/def2-TZVPD) of a structure of composition C5H6O3Pr.

Last column: Mulliken charge in e.
Positions of all 15 atoms, in Å:
O 3.9266 0.2693 -2.3500  -0.1923
C 3.7908 0.4528 -1.2210  0.7664
O 3.9899 0.6992 -0.0777  -0.4970
O 1.1903 -0.3735 0.6184  -0.6840
C -0.1061 -0.8083 0.3693  -0.6152
C -1.1240 0.3355 0.3965  -0.1789
C -2.5382 -0.1658 0.2055  -0.1452
C -3.3231 0.1344 -0.8056  -0.0110
Pr 2.8198 0.5840 2.1539  1.6349
H -0.4126 -1.5763 1.1051  0.3101
H -0.1471 -1.2883 -0.6262  0.3135
H -0.8664 1.0726 -0.3777  0.3364
H -1.0561 0.8402 1.3753  0.2554
H -2.9081 -0.8456 0.9866  0.3521
H -3.2358 0.6697 -1.7522  0.3548

Output
* multiplicity: 4
* total energy: -25472.152 eV
* charge: +2
* expectation value of S²: 3.752

***

(5)
The following is a DFT calculation (ωB97M-V/def2-TZVPD) of the molecule C17H14F3NO2.

Last column: Mulliken charge in e.
Positions of all 37 atoms, in Å:
C 2.8314 2.3219 0.3421  -1.4835
C 1.8089 2.5567 -0.6968  0.9354
C 1.7996 3.7745 -1.3032  -0.3969
C 1.0872 4.1389 -2.4667  -0.8701
C 0.3065 3.1034 -3.0180  -0.6311
C 0.2893 1.8010 -2.3369  -0.7739
C 1.0288 1.5553 -1.1836  0.2865
C 0.9054 0.1771 -0.7505  1.3775
C 2.1116 -0.6814 -1.1757  -1.5981
O -0.4079 -0.6075 -0.9871  -0.5276
N -0.5760 -0.7939 0.3475  0.6799
C -1.6183 -1.4110 1.1315  0.0276
C -2.6865 -0.6053 1.5231  -0.3388
C -3.8097 -1.1466 2.2094  -0.5518
C -3.9223 -2.5378 2.2976  -0.4466
C -2.8413 -3.3285 1.9822  -0.6489
C -1.6213 -2.8079 1.4415  0.0448
C -0.4482 -3.8116 1.0224  1.0211
F -0.6126 -5.1342 1.3844  -0.2844
F 0.8050 -3.4467 1.3868  -0.2302
F -0.5895 -3.8107 -0.3277  -0.2388
C 0.5701 -0.0765 0.6982  0.0797
O 1.0447 0.1582 1.8464  -0.7186
H 3.4866 3.1008 0.5549  0.5018
H 2.4033 2.1699 1.3462  0.3059
H 3.4174 1.4664 0.0302  0.2056
H 2.3523 4.5011 -0.7517  0.3660
H 1.0044 5.1436 -2.7337  0.4438
H -0.1220 3.3039 -3.9679  0.4203
H -0.1719 0.9102 -2.8011  0.3664
H 2.9234 -0.4051 -0.4463  0.3218
H 2.3102 -0.4617 -2.1968  0.4153
H 1.9356 -1.7407 -1.2875  0.4004
H -2.6608 0.4178 1.3566  0.5204
H -4.5616 -0.4072 2.5121  0.3392
H -4.8649 -3.0124 2.7940  0.2613
H -2.9069 -4.3741 2.2240  0.4188

Output
* multiplicity: 1
* total energy: -31589.902 eV
* SMILES: Cc1ccccc1[C@]1(C)ON(c2ccccc2C(F)(F)F)C1=O

***

> The highest total energy belongs to which entry?

C5H15N4O2